Formula: C38H30N4O7STi
Source: the Open Molecules 2025 dataset
Level of theory: ωB97M-V/def2-TZVPD

Cartesian coordinates (Å):
1 Ti -14.49920 -4.20765 -15.63535
2 O -14.58974 -4.95494 -11.34759
3 C -14.65988 -4.77132 -12.68630
4 O -13.92049 -4.00615 -13.31568
5 C -15.63501 -5.62805 -13.27125
6 C -16.43267 -6.51282 -12.58236
7 C -17.29018 -7.32545 -13.34589
8 C -17.27919 -7.27858 -14.75252
9 C -16.55836 -6.25820 -15.35961
10 N -15.77568 -5.38064 -14.61665
11 C -16.29800 -6.10767 -16.78196
12 O -16.58575 -7.13196 -17.63267
13 O -15.62295 -5.12848 -17.22842
14 H -13.87549 -4.44388 -10.91253
15 H -16.44414 -6.60833 -11.41492
16 H -17.99813 -7.91690 -12.76589
17 H -17.92246 -7.97257 -15.24794
18 H -17.00303 -7.88257 -17.09206
19 O -13.57133 -3.86787 -17.50940
20 C -12.65060 -4.94294 -17.87628
21 C -12.31817 -5.77535 -16.67145
22 O -11.38853 -6.58218 -16.62833
23 O -12.95282 -5.43129 -15.60704
24 C -13.17671 -5.76860 -19.09568
25 C -12.89921 -7.17766 -19.19832
26 C -13.21309 -7.83688 -20.38363
27 C -13.74929 -7.12418 -21.47336
28 C -14.15139 -5.82821 -21.28197
29 C -13.76367 -5.12346 -20.16068
30 C -11.26855 -4.30910 -18.41060
31 C -10.18175 -5.09671 -18.61437
32 C -8.92106 -4.54575 -19.00019
33 C -8.79964 -3.18879 -19.17388
34 C -9.97677 -2.47605 -19.29629
35 C -11.21367 -2.97865 -18.94987
36 H -14.20122 -3.97305 -18.28383
37 H -12.31171 -7.64775 -18.40784
38 H -13.01582 -8.89194 -20.41028
39 H -13.81097 -7.68563 -22.37353
40 H -14.67678 -5.25537 -22.02134
41 H -13.84055 -4.03912 -20.12693
42 H -10.20943 -6.16580 -18.42748
43 H -8.02946 -5.10565 -18.98737
44 H -7.85622 -2.67866 -19.31138
45 H -9.89131 -1.37242 -19.53009
46 H -12.11763 -2.33377 -18.89702
47 S -16.61421 -2.66087 -15.52436
48 C -17.39109 -2.18458 -16.97434
49 C -18.37316 -2.90911 -17.63865
50 C -19.05432 -2.30186 -18.65791
51 C -18.78028 -0.99282 -19.06000
52 C -17.79832 -0.27078 -18.39155
53 C -17.07112 -0.89973 -17.37599
54 H -18.63066 -3.92558 -17.28405
55 H -19.81239 -2.82953 -19.20426
56 H -19.19461 -0.63387 -20.00641
57 H -17.56269 0.76129 -18.58367
58 H -16.27525 -0.34629 -16.83070
59 C -11.56781 -0.82469 -15.02582
60 C -12.29393 -1.99465 -14.81489
61 N -13.49718 -2.26570 -15.47651
62 C -13.87173 -1.33485 -16.38072
63 C -13.13108 -0.18982 -16.67846
64 C -11.92470 0.09067 -15.98347
65 C -13.73965 0.76582 -17.61602
66 C -13.35345 2.08380 -17.85227
67 C -13.27049 3.08132 -16.78441
68 C -12.68196 4.31074 -16.95378
69 C -12.82113 5.24157 -15.95655
70 N -13.20449 4.87484 -14.72665
71 C -13.75221 3.68572 -14.64609
72 N -13.87251 2.75370 -15.60611
73 H -10.64172 -0.76818 -14.53019
74 H -12.01793 -2.75979 -14.09486
75 H -14.83688 -1.51078 -16.88048
76 H -11.39479 1.01150 -16.13776
77 H -14.42797 0.31842 -18.26982
78 H -13.09875 2.44732 -18.84364
79 H -12.14660 4.52258 -17.85837
80 H -12.44131 6.28129 -16.00900
81 H -14.16686 3.43882 -13.64966

Results
total charge = +2
energy above the lowest of the compared OMol25 structures with the same formula, charge and spin = 1.0659 eV
HOMO = -12.6 eV
total energy = -3458.88615 a.u.
2S+1 = 1
LUMO = -0.3086 Eh

The computed Mulliken charges, all in e, follow: number 1, Ti, carries 0.145; number 2, O, carries -0.432; number 3, C, carries 0.444; number 4, O, carries -0.272; number 5, C, carries 0.313; number 6, C, carries -0.589; number 7, C, carries -0.844; number 8, C, carries -1.185; number 9, C, carries 0.669; number 10, N, carries 0.625; number 11, C, carries 0.916; number 12, O, carries -0.444; number 13, O, carries -0.404; number 14, H, carries 0.419; number 15, H, carries 0.449; number 16, H, carries 0.463; number 17, H, carries 0.501; number 18, H, carries 0.343; number 19, O, carries 1.184; number 20, C, carries 2.458; number 21, C, carries -0.340; number 22, O, carries -0.629; number 23, O, carries -0.276; number 24, C, carries 0.527; number 25, C, carries -0.828; number 26, C, carries -0.802; number 27, C, carries -0.655; number 28, C, carries -1.235; number 29, C, carries -0.312; number 30, C, carries -0.017; number 31, C, carries -0.229; number 32, C, carries -0.963; number 33, C, carries -0.569; number 34, C, carries -0.595; number 35, C, carries -0.398; number 36, H, carries -0.149; number 37, H, carries 0.514; number 38, H, carries 0.470; number 39, H, carries 0.502; number 40, H, carries 0.466; number 41, H, carries 0.553; number 42, H, carries 0.414; number 43, H, carries 0.438; number 44, H, carries 0.464; number 45, H, carries 0.293; number 46, H, carries 0.262; number 47, S, carries -0.398; number 48, C, carries 0.722; number 49, C, carries -0.483; number 50, C, carries -0.569; number 51, C, carries -0.662; number 52, C, carries -0.819; number 53, C, carries -0.318; number 54, H, carries 0.352; number 55, H, carries 0.420; number 56, H, carries 0.364; number 57, H, carries 0.464; number 58, H, carries 0.881; number 59, C, carries -1.214; number 60, C, carries -0.332; number 61, N, carries 0.882; number 62, C, carries -0.118; number 63, C, carries 0.793; number 64, C, carries -0.397; number 65, C, carries -0.909; number 66, C, carries -1.247; number 67, C, carries 0.909; number 68, C, carries -0.740; number 69, C, carries -0.254; number 70, N, carries -0.484; number 71, C, carries -0.076; number 72, N, carries -0.305; number 73, H, carries 0.452; number 74, H, carries 0.527; number 75, H, carries -0.115; number 76, H, carries 0.618; number 77, H, carries 0.798; number 78, H, carries 0.422; number 79, H, carries 0.399; number 80, H, carries 0.384; number 81, H, carries 0.387